[1]
C12H30BeN2O6 | ωB97M-V/def2-TZVPD

The geometry in ORCA input format:
```
! RIJCOSX wB97M-V def2-TZVPD def2/J DEFGRID3
* xyz -1 2
Be 0.98 1.06 -0.19
O 3.42 0.03 -0.39
C 4.10 0.84 -1.35
C 3.31 1.60 -2.48
O 2.04 2.17 -2.39
H 4.94 0.32 -1.82
H 4.71 1.61 -0.88
H 3.25 1.08 -3.44
H 4.02 2.37 -2.78
O 1.57 1.29 2.32
C 1.16 2.57 2.68
C 1.13 3.76 1.57
O 0.52 3.61 0.29
H 1.91 2.94 3.39
H 0.22 2.45 3.21
H 2.18 4.01 1.44
H 0.74 4.70 1.96
C 0.75 -2.94 -0.95
C -0.05 -2.31 0.14
C -0.53 -3.39 1.15
O -1.29 -2.75 2.14
C -1.97 -3.59 3.05
N 0.82 -1.35 0.76
H 1.57 -3.50 -0.51
H 0.95 -2.16 -1.69
H 0.17 -3.66 -1.53
H -0.90 -1.82 -0.32
H 0.23 -4.06 1.56
H -1.23 -4.00 0.59
H -1.39 -4.35 3.58
H -2.84 -4.00 2.55
H -2.33 -2.89 3.81
H 0.59 -1.34 1.75
H 1.77 -1.68 0.81
C -2.71 1.19 -3.05
C -1.62 1.22 -1.96
C -2.28 0.93 -0.66
O -1.42 1.04 0.48
C -1.95 0.53 1.76
N -0.64 0.14 -2.17
H -2.27 1.43 -4.02
H -3.59 1.76 -2.78
H -3.10 0.18 -3.17
H -1.31 2.26 -1.84
H -2.75 -0.06 -0.67
H -3.11 1.62 -0.59
H -2.82 1.15 2.01
H -1.23 0.70 2.56
H -2.36 -0.47 1.64
H -0.17 0.38 -3.04
H -1.18 -0.62 -2.55
*
```

Results
F_max: 3.24 eV/A
HOMO level (spin up / spin down): -2.9 / -2.9 eV
electronic energy: -1050.60436 hartree
E_LUMO (spin up / spin down): 2.4738 / 1.6536 eV

=====

[2]
C24H72N6O12 | ωB97M-V/def2-TZVPD

The geometry in ORCA input format:
```
! RIJCOSX wB97M-V def2-TZVPD def2/J DEFGRID3
* xyz 0 1
N 35.42 1.51 -10.52
C 35.66 2.61 -9.90
N 35.07 3.64 -10.54
O 36.30 2.72 -8.62
H 35.68 0.64 -10.03
H 35.20 1.30 -11.52
H 35.02 4.47 -9.90
H 34.65 3.61 -11.49
N 29.84 3.18 -3.55
C 30.43 4.24 -3.99
N 31.73 4.27 -3.89
O 29.73 5.31 -4.49
H 28.83 3.29 -3.42
H 30.27 2.36 -3.15
H 32.33 5.11 -4.05
H 32.18 3.56 -3.35
N 32.71 10.08 -5.76
C 33.84 9.60 -5.39
N 33.71 8.83 -4.37
O 34.98 9.81 -6.08
H 32.77 10.67 -6.56
H 31.86 9.90 -5.26
H 34.56 8.62 -3.83
H 32.79 8.78 -3.95
C 33.08 2.87 -8.08
C 31.89 2.73 -7.19
C 32.27 2.02 -5.93
O 31.30 3.77 -6.79
H 33.94 3.29 -7.53
H 32.76 3.56 -8.90
H 33.45 1.92 -8.40
H 31.07 2.21 -7.78
H 33.06 2.55 -5.39
H 32.70 1.08 -6.19
H 31.43 1.79 -5.29
H 31.78 4.08 -6.04
C 29.44 8.57 -6.82
C 29.99 7.30 -7.40
C 31.33 6.91 -6.83
O 29.29 6.25 -7.21
H 28.86 8.37 -5.90
H 28.68 8.79 -7.47
H 30.24 9.32 -6.70
H 30.13 7.56 -8.51
H 32.20 7.55 -7.00
H 31.54 5.93 -7.27
H 31.32 6.74 -5.76
H 29.64 5.61 -6.55
C 32.07 6.05 0.93
C 32.53 7.06 -0.11
C 32.91 6.41 -1.39
O 31.75 7.94 -0.41
H 32.77 6.01 1.73
H 31.95 5.02 0.55
H 31.07 6.28 1.41
H 33.43 7.51 0.21
H 33.84 5.85 -1.21
H 33.26 7.13 -2.16
H 32.09 5.83 -1.77
H 32.15 8.76 -0.12
C 34.57 5.65 -6.75
C 34.47 5.55 -5.21
C 35.75 6.00 -4.50
O 33.50 6.09 -4.69
H 34.88 6.70 -6.96
H 33.59 5.55 -7.17
H 35.37 5.05 -7.13
H 34.28 4.53 -4.98
H 36.00 7.03 -4.77
H 36.55 5.33 -4.75
H 35.67 6.00 -3.42
H 33.59 7.06 -4.81
C 33.89 3.21 -0.99
C 34.47 3.43 -2.38
C 35.96 3.70 -2.33
O 34.29 2.58 -3.21
H 32.88 3.55 -0.86
H 34.53 3.73 -0.23
H 33.85 2.18 -0.66
H 34.03 4.36 -2.77
H 36.34 3.91 -3.31
H 36.49 2.85 -1.88
H 36.31 4.59 -1.75
H 34.70 2.84 -4.04
C 33.96 9.38 -9.37
C 33.87 8.23 -10.36
C 33.01 7.12 -9.91
O 33.61 8.50 -11.56
H 35.06 9.53 -9.25
H 33.53 9.18 -8.39
H 33.50 10.22 -9.82
H 34.86 7.88 -10.40
H 32.83 6.37 -10.62
H 31.94 7.41 -9.74
H 33.30 6.69 -8.95
H 34.17 7.96 -12.12
C 36.23 7.81 -0.58
O 35.52 8.24 -1.72
H 36.59 6.78 -0.71
H 35.59 7.75 0.25
H 37.07 8.45 -0.32
H 35.06 9.02 -1.52
C 30.57 8.09 -3.39
O 31.33 9.15 -2.93
H 29.68 7.83 -2.88
H 31.25 7.21 -3.36
H 30.39 8.29 -4.41
H 31.54 8.99 -2.01
C 35.64 1.05 -5.42
O 35.88 2.44 -5.72
H 36.36 0.35 -5.90
H 34.67 0.75 -5.63
H 35.87 0.80 -4.37
H 36.10 2.49 -6.64
*
```

Results
SMILES string: NC(N)=O.NC(N)=O.NC(N)=O.CC(C)O.CC(C)O.CC(C)O.CC(C)O.CC(C)O.CC(C)O.CO.CO.CO
F_max: 13.73 eV/A
HOMO level: -8.7 eV
ΔE to the lowest compared entry with this formula, charge and spin: 279.6 kcal per mole
electronic energy: -2188.68995 hartree
E_LUMO: 0.0011 eV

=====

[3]
C53H57EuI3NO5P | ωB97M-V/def2-TZVPD

The geometry in ORCA input format:
```
! RIJCOSX wB97M-V def2-TZVPD def2/J DEFGRID3
* xyz -2 8
Eu 1.31 0.79 -0.64
I -0.74 0.67 -3.08
C 1.51 1.42 -4.89
I 2.97 1.64 -3.26
H 1.62 2.32 -5.50
H 1.87 0.58 -5.49
O -0.90 2.53 -0.02
N -0.34 2.19 1.19
C -1.07 1.88 2.18
C -2.52 1.72 2.31
C -3.10 2.22 3.49
C -4.46 2.10 3.72
C -5.26 1.48 2.78
C -4.70 0.95 1.64
C -3.33 1.05 1.38
P -2.62 0.26 -0.13
C -4.05 0.69 -1.23
C -4.20 2.03 -1.56
C -5.16 2.44 -2.47
C -6.00 1.52 -3.07
C -5.86 0.18 -2.74
C -4.89 -0.23 -1.84
C -3.00 -1.50 0.20
C -2.75 -2.37 -0.86
C -2.93 -3.73 -0.70
C -3.35 -4.24 0.52
C -3.60 -3.37 1.58
C -3.41 -2.01 1.42
H -1.88 2.54 0.05
H -0.51 1.74 3.10
H -2.47 2.71 4.22
H -4.89 2.49 4.63
H -6.33 1.39 2.95
H -5.33 0.43 0.92
H -3.57 2.78 -1.10
H -5.26 3.49 -2.71
H -6.75 1.83 -3.77
H -6.50 -0.56 -3.20
H -4.81 -1.28 -1.61
H -2.40 -1.97 -1.79
H -2.72 -4.41 -1.52
H -3.48 -5.30 0.65
H -3.92 -3.76 2.53
H -3.59 -1.35 2.26
I 2.36 0.74 2.56
C 4.25 -0.14 1.99
C 5.23 -0.16 2.94
C 6.45 -0.79 2.67
C 6.63 -1.42 1.47
C 5.62 -1.41 0.49
C 5.81 -2.11 -0.72
C 4.82 -2.10 -1.66
C 3.65 -1.36 -1.46
C 3.37 -0.63 -0.31
C 4.39 -0.71 0.71
H 5.06 0.29 3.91
H 7.22 -0.79 3.42
H 7.55 -1.95 1.26
H 6.73 -2.64 -0.86
H 4.95 -2.65 -2.59
H 2.93 -1.39 -2.27
O -0.21 -0.55 0.39
H 0.15 -1.89 -0.45
H -0.25 -0.79 1.32
C -0.68 2.82 -3.21
H -1.70 3.20 -3.18
H -0.19 3.05 -4.15
H -0.10 3.20 -2.38
C -1.18 -3.02 -4.14
C 0.11 -3.76 -3.80
C 1.30 -2.83 -3.99
C 0.05 -4.40 -2.42
C -0.29 -5.75 -2.41
C -0.37 -6.46 -1.23
C 0.01 -5.84 -0.06
C 0.39 -4.50 -0.03
C 0.89 -4.01 1.32
C -0.25 -3.44 2.17
C 2.06 -3.04 1.25
C 0.32 -3.73 -1.21
O 0.52 -2.39 -1.25
H -1.17 -2.71 -5.18
H -1.28 -2.12 -3.53
H -2.05 -3.66 -3.98
H 0.22 -4.58 -4.52
H 1.14 -1.90 -3.44
H 1.41 -2.58 -5.05
H 2.21 -3.30 -3.64
H -0.51 -6.24 -3.34
H -0.69 -7.49 -1.22
H 0.03 -6.41 0.86
H 1.26 -4.90 1.85
H -0.79 -2.68 1.62
H 0.14 -3.00 3.08
H -0.96 -4.22 2.43
H 2.82 -3.39 0.55
H 1.74 -2.05 0.92
H 2.52 -2.94 2.23
C 0.57 5.84 4.85
C 1.12 5.44 3.51
C 0.43 5.73 2.34
C 0.91 5.33 1.10
C 0.17 5.67 -0.16
C 2.10 4.62 1.04
C 2.84 4.38 2.19
C 4.20 3.75 2.10
C 2.34 4.79 3.42
C 2.50 3.96 -0.28
O 3.34 4.46 -1.02
O 1.88 2.86 -0.47
H -0.36 6.38 4.74
H 1.28 6.48 5.37
H 0.40 4.96 5.46
H -0.51 6.28 2.39
H -0.48 6.54 -0.01
H -0.45 4.83 -0.47
H 0.87 5.88 -0.96
H 4.27 3.08 1.25
H 4.44 3.21 3.02
H 4.95 4.53 1.95
H 2.90 4.58 4.32
*
```

Results
F_max: 2.29 eV/A
HOMO level (spin up / spin down): -0.3 / -0.4 eV
electronic energy: -4429.48796 hartree
E_LUMO (spin up / spin down): 3.7054 / 3.7043 eV

=====

[4]
C2H4Cl | ωB97M-V/def2-TZVPD

The geometry in ORCA input format:
```
! RIJCOSX wB97M-V def2-TZVPD def2/J DEFGRID3
* xyz 0 2
Cl 0.59 -0.45 -1.82
C 0.12 -0.38 0.82
C -0.14 0.32 -0.47
H 1.01 -0.04 1.37
H -0.61 -1.14 1.11
H -1.27 0.32 -0.64
H 0.30 1.38 -0.38
*
```

Results
F_max: 3.22 eV/A
HOMO level (spin up / spin down): -8.8 / -10.7 eV
electronic energy: -538.71423 hartree
E_LUMO (spin up / spin down): 1.1622 / -0.2191 eV

=====

Q: Look up the electronic energy of the third one.
A: -4429.48796 hartree